{"formula": "C25H36FN3O10S", "method": "wB97M-V/def2-TZVPD", "elements": ["C", "N", "H", "H", "O", "H", "H", "C", "O", "H", "H", "H", "O", "F", "H", "H", "C", "H", "C", "H", "H", "H", "O", "H", "C", "H", "H", "C", "C", "C", "H", "H", "H", "H", "H", "N", "H", "H", "H", "C", "C", "H", "H", "H", "S", "H", "C", "C", "C", "C", "H", "C", "C", "H", "H", "C", "O", "H", "N", "C", "H", "C", "H", "C", "H", "O", "O", "O", "C", "C", "C", "O", "O", "H", "C", "C"], "coordinates": [[2.190, 0.580, -4.181], [0.433, -1.346, 7.389], [1.986, 1.652, -4.103], [-0.693, 2.891, 1.145], [-4.186, 2.444, -2.960], [-4.806, 1.756, -2.676], [4.051, -0.776, -2.331], [-1.725, 1.467, -0.966], [7.806, -3.405, -3.243], [-0.453, 1.180, 1.373], [0.380, -1.796, -3.436], [-3.875, -0.709, 5.214], [2.251, 0.084, -2.874], [-0.816, -3.979, -3.021], [0.006, 1.540, -5.458], [6.565, -3.581, -0.986], [-0.851, 2.203, -3.124], [-1.179, 0.000, 3.142], [-4.275, 3.459, -2.060], [-2.731, -1.220, 3.987], [1.920, -2.828, -2.169], [-1.842, 4.109, -0.455], [-1.442, -0.816, -0.514], [3.386, -2.547, 7.511], [-3.119, 4.422, -2.168], [3.067, -3.122, -0.219], [-2.883, -2.517, 6.305], [6.773, -2.581, -1.352], [-2.174, -1.752, 5.988], [0.480, -2.186, 6.416], [-3.436, 5.333, -1.663], [-2.843, 2.049, 2.868], [-2.244, -2.802, -2.224], [3.144, 0.436, -4.695], [-0.236, 1.125, 4.098], [6.929, -2.677, -2.830], [1.666, -1.443, -1.104], [-1.825, -1.229, 6.874], [5.951, -1.909, -1.138], [-1.160, -2.806, -2.347], [2.426, -1.994, -1.671], [3.209, -1.585, -3.652], [-1.434, 2.995, 3.315], [-2.959, 4.635, -3.227], [-0.743, -2.597, 5.253], [-3.059, 2.428, 0.403], [-1.358, 0.064, -1.346], [-1.208, 1.972, 1.438], [-1.807, 3.917, -1.528], [-1.749, 2.045, 2.873], [-1.006, 4.532, -1.938], [-1.484, 2.479, -1.804], [2.367, -2.244, 7.336], [-1.193, -1.730, -4.170], [-2.789, 0.716, 0.722], [-2.810, -0.782, 4.986], [1.674, -2.803, 6.308], [-0.695, -2.833, -1.366], [1.690, -1.397, 7.993], [-2.152, 0.609, 4.983], [7.715, -2.217, -0.953], [-0.677, -1.652, -3.206], [-0.735, -0.063, -5.504], [3.064, -1.070, -2.700], [-1.547, 0.711, 5.888], [-5.195, 3.559, -1.287], [-0.529, 3.121, -3.850], [1.209, -0.061, -4.953], [-2.301, 1.640, 0.412], [-0.889, -0.236, -2.730], [-0.060, 0.583, -4.939], [6.175, -2.026, -3.524], [3.462, -2.492, -0.828], [-2.925, 1.378, 5.042], [-0.625, 0.791, -3.552], [-1.251, 0.898, 3.764]], "max_force_ev_per_a": 0.54, "e_lumo_ev": -1.47, "smiles": "O=C(O)CCC1=C(CCCCCCCSc2nnco2)C(=O)C(CCF)=C(COCOCCO)C1=O.C[N+](=O)[O-]", "e_homo_ev": -9.11, "molar_mass_g_mol": 589.639, "orbital_gap_ha": 0.2809}